Record 1
A structure of composition C61H42Cl5CrFGeNP3SSe. Source: OMol25; level of theory: ωB97M-V with the def2-TZVPD basis set.

Computed properties:
- Multiplicity: 5
- Gap between HOMO and LUMO (spin up / spin down): 0.2143 / 0.2025 Ha
- Charge: -2

Each line ends with the Mulliken spin population.
Atoms and positions in Å:
Se -0.59285 -2.09104 -4.69028  0.0430
Ge 1.65365 1.00866 -0.12098  0.0792
Cr -0.84475 0.52816 -0.82458  3.6680
Cl 0.16775 2.39626 -6.04748  0.0008
Cl -4.86135 0.71926 -5.16988  -0.0012
Cl -4.26705 0.41296 -2.23088  0.0084
Cl -2.66215 1.65946 -7.15198  0.0007
Cl 0.73145 2.19196 -3.04378  -0.0054
S -2.59845 -0.63604 0.10022  0.1022
P -1.34195 2.60126 0.08192  -0.0471
P -0.58845 -0.78354 1.22442  -0.0184
P 1.60255 -2.21804 -0.75898  0.0282
F 3.38385 1.95946 -0.16818  -0.0148
N -0.39305 -0.82774 -2.08878  -0.2127
C 5.42625 -2.66114 0.64412  0.0000
C -1.11315 -4.90284 -2.13758  0.0018
C -2.92095 0.37506 4.44402  0.0038
C 3.74395 0.36636 -3.90908  0.0098
C 2.58655 0.09606 -1.81328  0.0972
C 1.11835 -0.83114 2.06662  -0.0834
C 0.90975 -3.69804 -1.60028  -0.0027
C -2.66605 3.36586 2.51722  -0.0022
C -1.27305 0.08066 2.71292  0.0082
C -5.03925 2.20126 1.69302  -0.0168
C 4.26885 -2.14754 0.08962  -0.0031
C 2.22645 3.40986 1.80062  0.0249
C -2.74565 2.80276 1.24722  0.0811
C 3.20845 -4.28054 0.32862  0.0002
C -2.32005 1.53836 -5.47768  0.0075
C 2.06515 4.68656 2.30362  0.0096
C 3.56255 -0.64414 3.35622  -0.0026
C -3.18715 5.05616 -2.69418  0.0043
C -2.22385 -3.09424 1.72532  0.0148
C 1.64075 -4.65994 -2.29278  0.0048
C -3.28775 1.10796 -4.58418  -0.0030
C -1.41165 -5.34304 1.96262  -0.0022
C -0.93095 -2.59434 1.57732  0.0089
C 5.48745 -3.99144 1.02672  0.0007
C 0.99555 -5.70454 -2.93088  0.0011
C 0.88405 5.37946 2.07502  -0.0040
C -3.94335 2.20436 0.85362  -0.0013
C 0.00745 3.45646 0.93782  -0.0637
C -2.52635 -0.19624 3.24902  0.0108
C 2.88035 -1.78164 -3.28698  -0.0061
C -2.98765 0.99056 -3.22958  0.0261
C 3.15155 -2.95564 -0.09928  -0.0028
C -3.77225 3.37336 3.34692  0.0035
C 3.53865 -0.97324 -4.19468  -0.0012
C -0.82095 5.37716 -2.84288  0.0038
C -2.09545 5.63146 -3.31948  -0.0035
C -0.47065 -3.84734 -1.51918  -0.0109
C 1.21985 2.79666 1.06912  0.1511
C -0.47905 1.02916 3.35692  0.0273
C -0.12245 -4.86614 1.81722  0.0035
C -0.15655 4.75956 1.41362  -0.0007
C 4.36875 -4.79484 0.87662  -0.0001
C -1.73415 3.89596 -1.16958  0.0123
C -0.88015 1.60266 4.54582  0.0063
C 2.40385 -1.25054 -2.09318  -0.0279
C 3.26945 0.88826 -2.71998  -0.0007
C -2.08685 1.24606 5.11932  -0.0025
C -1.06745 1.86536 -4.97758  0.0021
C -0.38115 -5.83504 -2.85178  -0.0008
C -2.45835 -4.44124 1.93092  0.0018
C 1.30405 -1.43844 3.30342  -0.0003
C 0.11555 -3.51484 1.63972  -0.0002
C -0.64405 4.52906 -1.76748  0.0027
C -0.82725 1.76286 -3.61558  0.0580
C -3.01495 4.18656 -1.63198  -0.0115
C 2.14315 -0.09684 1.48862  0.0563
C -4.96415 2.80066 2.93832  -0.0031
C 3.35475 0.00716 2.15552  -0.0069
C 2.53425 -1.37514 3.92722  -0.0005
C -1.74025 1.29246 -2.66708  -0.1652
C -0.49415 -1.35834 -3.13278  0.1064
H 4.25325 1.00616 -4.62208  0.0005
H 4.13455 0.61206 1.72102  -0.0031
H -1.59795 -6.40044 2.10352  -0.0001
H -0.87405 -6.65814 -3.35818  -0.0003
H -3.70275 3.82026 4.33002  0.0001
H 0.35265 4.35036 -1.38708  0.0004
H 6.40055 -4.39804 1.44382  0.0001
H 2.71935 -4.60094 -2.33958  -0.0004
H 4.40075 -5.83144 1.19002  0.0000
H -3.89105 0.12956 4.85292  -0.0001
H 6.28515 -2.01824 0.78442  0.0000
H 4.51545 -0.56054 3.86512  0.0003
H 2.72505 -2.82294 -3.52428  0.0023
H 0.47155 1.31916 2.93262  0.0088
H -1.74155 3.78966 2.88132  0.0000
H 0.47925 -1.95544 3.78572  -0.0014
H -3.47585 -4.78044 2.06922  0.0001
H 0.04215 5.82536 -3.31358  0.0002
H 1.56885 -6.41614 -3.51368  0.0000
H 2.34215 -4.92104 0.22582  0.0001
H -1.08455 5.28826 1.22262  0.0009
H -3.87995 3.73936 -1.16128  -0.0020
H -3.21335 -0.84404 2.72882  -0.0015
H 3.15995 2.89016 1.93412  0.0023
H -2.24305 6.28226 -4.16848  -0.0001
H 4.21245 -1.10804 -0.19868  -0.0011
H -0.23435 2.32046 5.02992  0.0002
H 3.88875 -1.38944 -5.13118  -0.0008
H -1.05185 -3.10594 -0.98838  0.0235
H -5.82515 2.80886 3.59492  -0.0002
H 0.78365 6.40586 2.40622  -0.0003
H 2.68465 -1.87974 4.87272  0.0003
H -3.07655 -2.44034 1.63422  0.0080
H -2.18875 -4.97714 -2.06728  -0.0005
H -2.38105 1.65526 6.07622  -0.0001
H -3.98975 1.71456 -0.10778  0.0082
H 2.87595 5.15816 2.84622  0.0008
H 3.42255 1.93016 -2.48388  0.0063
H 1.14085 -3.17974 1.56182  -0.0020
H -5.95125 1.71946 1.37182  -0.0007
H 0.71055 -5.55524 1.85522  0.0002
H -4.18525 5.27366 -3.04788  0.0001


Record 2
A structure of composition C10H29BGaO3S2. Source: OMol25; level of theory: ωB97M-V with the def2-TZVPD basis set.

Computed properties:
- Gap between HOMO and LUMO: 0.2157 Ha
- Charge: -1

Each line ends with the natural charge from an NBO analysis.
Atoms and positions in Å:
Ga 0.04140 -1.35782 -0.65185  0.4506
S -1.49369 4.54381 -3.28087  1.2380
S 0.10641 -2.31641 4.73311  1.2300
O 1.33408 -2.04683 3.93471  -0.9724
O -1.53348 4.36886 -1.80424  -0.9724
O -0.55413 -4.07929 -2.00201  -0.9880
C -0.52596 2.22528 0.40598  -0.6085
C 1.72148 1.03639 0.25984  -0.3931
C -1.23238 -2.64779 3.57569  -0.8386
C -3.16090 4.24158 -3.89757  -0.8337
C -0.76872 3.04238 -3.96462  -0.8340
C 1.75042 -4.20377 -0.80911  -1.0490
C 2.57454 -1.27137 0.91307  -0.6173
C 0.68807 1.88588 -0.53136  -0.4095
C 1.83342 -0.44284 -0.20733  -0.6100
C -0.52565 -0.71820 5.27928  -0.8330
B 0.43164 -3.36925 -1.21609  0.6344
H -2.17292 -2.72209 4.12507  0.2100
H -1.29257 2.16802 -3.57664  0.2526
H 3.53915 -1.59574 0.51073  0.1811
H -3.52752 3.28789 -3.51700  0.2363
H -3.14950 4.23576 -4.98818  0.2184
H 1.94895 -2.11198 1.21999  0.2087
H -1.43401 2.13898 -0.19940  0.2115
H 2.71631 1.51041 0.13239  0.1623
H -0.87186 -1.44479 0.68674  -0.3303
H 2.46579 -0.45419 -1.10988  0.1768
H 1.83005 -5.14858 -1.37940  0.1925
H -0.80728 -0.65251 -1.82626  -0.3283
H -0.60014 1.48517 1.20558  0.2004
H -0.46994 3.24198 0.79635  0.1929
H 0.27538 3.00260 -3.66040  0.2495
H 1.52871 1.08405 1.33744  0.1829
H -1.28677 -1.85106 2.83193  0.2733
H 0.35207 1.41086 -1.45100  0.2172
H -1.02986 -3.59210 3.07441  0.2424
H 1.15374 2.85532 -0.75735  0.1795
H -3.80369 5.04633 -3.54542  0.2308
H 2.67211 -3.62597 -0.93217  0.2301
H 1.70327 -4.45691 0.26136  0.2385
H -1.49165 -0.85695 5.76644  0.2154
H -0.83150 3.07261 -5.05338  0.2150
H -0.62470 -0.04997 4.42312  0.2416
H 0.18334 -0.29787 5.99054  0.2282
H 2.68841 -0.65785 1.81309  0.1966
H -0.34991 -3.91205 -2.91533  0.4808